Computed, not measured: C7H10 in the gas phase, with ωB97M-V/def2-TZVPD.

Geometry as XYZ:
```
17
Properties=species:S:1:pos:R:3:forces:R:3
C -1.3543 1.9012 -1.8574 -0.3 -0.5 0.0
C -1.3183 0.7089 -1.6764 0.2 0.6 0.0
C -0.7052 -0.5607 -1.2442 0.0 0.0 0.0
C 0.5569 -0.0214 -0.5657 0.0 0.1 0.0
C 1.6242 -0.6665 0.2622 0.2 -0.2 0.0
C 0.6011 0.2315 0.9160 0.0 0.0 0.2
C -0.3920 -0.4318 1.8516 0.0 0.0 -0.1
H -1.3080 2.9601 -1.9579 -0.3 -0.1 -0.2
H -1.3657 -1.1262 -0.5749 0.2 0.1 -0.1
H -0.4865 -1.2028 -2.1048 0.0 0.1 0.1
H 0.9496 0.7898 -1.1723 0.0 -0.1 0.2
H 2.6142 -0.2550 0.0859 -0.1 -0.2 0.1
H 1.6101 -1.7245 0.5087 -0.1 0.1 0.0
H 0.9028 1.2319 1.2263 0.1 -0.3 -0.1
H 0.0038 -0.4417 2.8764 -0.1 0.0 -0.2
H -1.3610 0.0826 1.8653 0.2 0.0 0.0
H -0.5716 -1.4751 1.5611 0.0 0.2 0.1
```
Forces are in eV/Å.

## Properties
Molecular weight (g mol⁻¹): 94.2
Maximum force (hartree/bohr): 0.013
LUMO (Eh): 0.039
Energy above the lowest of the compared OMol25 structures with the same formula, charge and spin (kJ/mol): 288.1
DFT total energy (Ha): -272.6083
Net charge: 0